<1>
DFT (ωB97M-V/def2-TZVPD) results for a structure of composition C4H5ClSSi.

Calculated values
Frontier orbital gap = 8.0 eV
HOMO energy = -8.571 eV
M = 148.7 g mol⁻¹

Geometry as XYZ:
```
12
C4H5ClSSi | the OMol25 dataset | ωB97M-V/def2-TZVPD
C 0.30 -1.53 -1.04
C -0.25 -0.98 0.11
C 0.86 -0.69 -1.96
C -0.20 0.30 0.51
Si -0.30 1.81 1.57
S 1.13 0.90 -1.42
Cl -0.94 1.18 3.41
H -0.20 -2.53 -1.25
H -0.76 -1.72 0.88
H 1.28 -1.00 -2.82
H -1.41 2.44 0.97
H 0.97 2.72 1.83
```


<2>
DFT (ωB97M-V/def2-TZVPD) results for the molecule C4H5ClSSi.

Calculated values
Frontier orbital gap (spin up / spin down) = 7.0 / 6.9 eV
HOMO energy (spin up / spin down) = -7.803 / -7.871 eV
M = 148.7 g mol⁻¹

Geometry as XYZ:
```
12
C4H5ClSSi | the OMol25 dataset | ωB97M-V/def2-TZVPD
C -0.49 1.08 1.88
C 0.13 1.70 0.88
C -0.60 -0.29 2.08
C 0.14 -0.52 -0.53
Si 0.62 -0.72 -2.31
S -0.29 -1.41 0.77
Cl 1.80 -2.37 -2.53
H -0.87 1.53 2.75
H 0.08 1.99 -0.11
H -1.11 -0.73 2.80
H 1.33 0.57 -2.63
H -0.75 -0.82 -3.05
```


Which of the structures shown above is the most stable? The most stable is <1>.